Formula: C5H8O
Source: the Open Molecules 2025 dataset
Level of theory: ωB97M-V/def2-TZVPD

Computed properties:
* HOMO: -8.47 eV
* multiplicity: 1
* HOMO-LUMO gap: 9.24 eV
* energy: -7358.5236 eV
* ΔE to the lowest compared entry with this formula, charge and spin: 360.05 kJ/mol

Atoms and positions in Å:
O -1.786 -0.497 1.201
C -0.803 -0.542 0.194
C -0.500 0.781 -0.515
C 0.956 0.605 -0.990
C 1.665 -0.460 -0.183
C 0.601 -0.981 0.639
H -1.518 0.168 1.849
H -1.182 -1.281 -0.524
H -1.200 1.011 -1.323
H -0.572 1.596 0.220
H 0.990 0.148 -1.993
H 1.522 1.539 -1.071
H 1.124 -0.180 1.284
H 0.703 -1.906 1.212

Formula: C23H26MoN3O7S2
Source: the Open Molecules 2025 dataset
Level of theory: ωB97M-V/def2-TZVPD

Computed properties:
* HOMO (alpha / beta): -4.87 / -4.87 eV
* multiplicity: 1
* net charge: -1
* HOMO-LUMO gap (alpha / beta): 7.04 / 7.04 eV
* energy: -66602.1893 eV
* ΔE to the lowest compared entry with this formula, charge and spin: 0.00 kJ/mol

Atoms and positions in Å:
Mo -0.998 -0.791 -0.531
C 0.640 -4.585 1.680
C 0.126 -3.644 0.623
S -0.329 -2.032 1.206
C -0.011 -3.935 -0.673
C 0.335 -5.263 -1.276
S -0.655 -2.745 -1.804
H 0.841 -4.041 2.604
H 1.570 -5.068 1.374
H -0.086 -5.369 1.912
H 0.698 -5.971 -0.531
H 1.101 -5.146 -2.047
H -0.542 -5.696 -1.763
O -5.156 -1.018 -0.393
C -4.084 -0.471 -0.243
O -2.964 -0.999 -0.678
C -4.005 0.892 0.381
C -5.198 1.536 0.632
C -5.216 2.794 1.222
C -4.039 3.435 1.573
C -2.849 2.807 1.305
C -2.755 1.496 0.734
O -1.632 0.925 0.601
N -1.632 3.542 1.641
O -1.645 4.231 2.648
O -0.669 3.432 0.906
N -6.481 3.460 1.473
O -6.455 4.564 1.996
O -7.508 2.882 1.164
H -6.118 1.037 0.367
H -4.053 4.410 2.036
C 3.325 1.745 2.843
C 3.156 0.830 1.659
C 4.110 -0.133 1.352
C 3.940 -1.010 0.284
C 4.984 -2.049 -0.030
C 2.793 -0.908 -0.492
C 1.833 0.058 -0.201
C 2.014 0.920 0.871
N 0.640 0.148 -0.966
C 0.663 0.997 -2.174
C 1.287 2.363 -1.900
C 1.431 0.276 -3.284
C -0.795 1.192 -2.598
H 4.330 1.670 3.260
H 2.613 1.491 3.630
H 3.143 2.783 2.565
H 4.999 -0.215 1.969
H 5.470 -2.407 0.879
H 5.761 -1.641 -0.680
H 4.542 -2.905 -0.540
H 2.606 -1.613 -1.294
H 1.236 1.643 1.093
H 2.346 2.268 -1.653
H 0.780 2.861 -1.073
H 1.199 2.987 -2.792
H 2.483 0.169 -3.016
H 1.375 0.852 -4.211
H 1.012 -0.718 -3.454
H -1.299 1.931 -1.974
H -1.359 0.241 -2.570
H -0.848 1.506 -3.641

Formula: C26H29AsF10N4S2Sc
Source: the Open Molecules 2025 dataset
Level of theory: ωB97M-V/def2-TZVPD

Computed properties:
* HOMO (alpha / beta): -7.92 / -7.76 eV
* multiplicity: 2
* expectation value of S²: 0.787
* HOMO-LUMO gap (alpha / beta): 8.22 / 5.33 eV
* energy: -163783.8463 eV
* ΔE to the lowest compared entry with this formula, charge and spin: 0.00 kJ/mol

Atoms and positions in Å:
Sc 0.070 -0.255 -0.676
C -2.003 -2.820 -0.212
N -1.532 -1.625 0.550
C -0.864 -2.081 1.785
C 0.446 -2.735 1.432
N 1.378 -1.782 0.814
C 2.396 -2.570 0.058
C 2.101 -0.949 1.755
C 2.179 -1.223 3.112
C 2.990 -0.452 3.938
C 3.745 0.574 3.398
C 3.644 0.870 2.048
C 2.794 0.144 1.217
S 2.487 0.661 -0.430
C -2.743 -0.855 0.799
C -3.518 -1.055 1.932
C -4.679 -0.321 2.125
C -5.073 0.599 1.165
C -4.320 0.769 0.014
C -3.148 0.040 -0.199
S -2.204 0.275 -1.667
H -2.718 -3.367 0.411
H -1.183 -3.470 -0.488
H -2.487 -2.483 -1.122
H -1.485 -2.801 2.329
H -0.700 -1.216 2.432
H 0.280 -3.528 0.705
H 0.884 -3.221 2.309
H 3.084 -1.898 -0.445
H 1.899 -3.189 -0.682
H 2.946 -3.205 0.760
H 1.628 -2.044 3.551
H 3.042 -0.676 4.995
H 4.399 1.160 4.031
H 4.190 1.704 1.626
H -3.214 -1.766 2.688
H -5.267 -0.467 3.022
H -5.974 1.182 1.306
H -4.629 1.478 -0.744
C -1.474 1.495 2.440
N -0.513 1.698 1.344
C 0.696 2.251 1.976
C -1.109 2.710 0.462
C -0.245 3.115 -0.706
N 0.210 1.992 -1.508
C 0.814 2.289 -2.679
C 1.228 1.185 -3.454
F 0.964 -0.031 -2.941
C 1.861 1.297 -4.667
F 2.220 0.204 -5.333
C 2.127 2.554 -5.186
C 1.743 3.662 -4.454
F 1.999 4.886 -4.930
C 1.107 3.558 -3.234
F 0.800 4.694 -2.594
H -1.551 2.414 3.037
H -1.135 0.696 3.099
H -2.458 1.256 2.055
H 0.448 3.192 2.488
H 1.476 2.429 1.242
H 1.075 1.546 2.713
H -1.315 3.624 1.043
H -2.059 2.327 0.097
H 0.637 3.669 -0.368
H -0.830 3.804 -1.319
H 2.625 2.667 -6.138
F 0.163 -2.008 -1.824
As 0.262 -3.281 -3.243
F 0.084 -1.979 -4.342
F 0.407 -4.433 -1.957
F 0.390 -4.470 -4.456
F 1.958 -3.006 -3.171
F -1.446 -3.406 -3.138

Formula: C5H36NO14
Source: the Open Molecules 2025 dataset
Level of theory: ωB97M-V/def2-TZVPD

Computed properties:
* HOMO: -12.61 eV
* multiplicity: 1
* net charge: +1
* HOMO-LUMO gap: 10.44 eV
* energy: -35921.5056 eV
* ΔE to the lowest compared entry with this formula, charge and spin: 50.00 kJ/mol

Atoms and positions in Å:
O 1.855 -1.078 1.385
C 0.828 -0.434 1.516
C 0.119 0.173 0.345
C -1.288 -0.391 0.093
C -1.328 -1.781 -0.458
C -1.999 -2.802 0.044
N -0.599 -1.930 -1.715
H 0.477 -0.263 2.546
H 0.755 0.123 -0.534
H -0.013 1.232 0.471
H -1.908 -0.329 0.990
H -1.849 0.294 -0.591
H -2.003 -3.807 -0.353
H -2.587 -2.747 0.940
H 0.440 -1.793 -1.644
H -0.895 -1.214 -2.427
H -0.746 -2.843 -2.176
H -1.977 0.920 -2.939
H -2.955 0.021 -3.757
O -2.415 0.044 -2.962
H -3.096 1.635 3.301
H -2.210 0.399 2.935
O -2.318 1.372 2.797
H 1.528 -3.575 -0.162
H 1.135 -4.938 0.316
O 0.754 -4.062 0.165
H 2.597 -1.078 -1.611
H 2.195 -1.607 -0.233
O 2.146 -1.861 -1.185
H -2.362 -1.671 4.107
H -1.431 -1.859 2.923
O -2.174 -1.298 3.240
H 1.060 2.399 2.171
H 2.388 1.997 2.868
O 1.865 1.837 2.077
H 0.010 0.936 -3.267
H 1.368 0.277 -2.946
O 0.475 0.077 -3.278
H 3.739 0.622 -2.682
H 2.830 1.291 -1.550
O 2.916 0.541 -2.177
H 3.260 3.249 -0.345
H 2.406 2.245 0.464
O 2.599 2.560 -0.441
H -1.092 3.072 -3.510
H -0.649 2.770 -2.035
O -0.989 2.346 -2.886
H -0.340 3.422 0.176
H 1.000 3.267 -0.666
O 0.059 3.507 -0.728
H 0.128 -3.192 1.559
H 0.705 -3.026 2.992
O -0.001 -2.719 2.419
H -1.166 2.506 2.224
H -0.751 4.004 2.293
O -0.498 3.160 1.902

Formula: CH12O4
Source: the Open Molecules 2025 dataset
Level of theory: ωB97M-V/def2-TZVPD

Computed properties:
* HOMO: -11.02 eV
* multiplicity: 1
* SMILES string: C.O.O.O.O
* HOMO-LUMO gap: 11.57 eV
* energy: -9421.4685 eV
* ΔE to the lowest compared entry with this formula, charge and spin: 82.94 kJ/mol

Atoms and positions in Å:
C -1.571 -2.446 0.444
H -0.807 -3.102 0.056
H -2.534 -2.946 0.551
H -1.688 -1.475 -0.016
H -1.324 -2.239 1.494
O 2.151 0.635 -1.830
H 2.568 1.097 -2.568
H 1.278 1.043 -1.817
O -2.021 1.113 0.963
H -2.238 0.183 0.990
H -2.808 1.589 0.757
O 0.188 2.630 -0.964
H 0.247 3.584 -0.886
H 0.374 2.413 -0.018
O 2.624 -0.982 1.175
H 2.180 -0.666 0.359
H 3.381 -0.431 1.309

Formula: C4H6IN
Source: the Open Molecules 2025 dataset
Level of theory: ωB97M-V/def2-TZVPD

Computed properties:
* HOMO: -8.64 eV
* multiplicity: 1
* SMILES string: C=N/C(C)=C/I
* HOMO-LUMO gap: 8.80 eV
* energy: -13834.0413 eV
* ΔE to the lowest compared entry with this formula, charge and spin: 107.78 kJ/mol

Atoms and positions in Å:
C -1.445 -0.304 1.460
N -1.266 -0.376 0.203
C -0.136 -0.010 -0.469
C 1.021 0.604 0.306
C 0.044 -0.369 -1.787
I 1.687 -0.180 -3.042
H -2.345 -0.734 1.867
H -0.707 -0.134 2.213
H 1.031 1.770 0.215
H 1.977 0.259 -0.061
H 0.841 0.423 1.306
H -0.702 -0.950 -2.211

Formula: C5H12N2O
Source: the Open Molecules 2025 dataset
Level of theory: ωB97M-V/def2-TZVPD

Computed properties:
* HOMO: -8.86 eV
* multiplicity: 1
* SMILES string: C[C@H](N)C(=O)N(C)C
* HOMO-LUMO gap: 9.81 eV
* energy: -10405.5090 eV
* ΔE to the lowest compared entry with this formula, charge and spin: 281.25 kJ/mol

Atoms and positions in Å:
C -1.588 1.313 -1.088
C -0.278 0.448 -1.298
N -0.394 -0.631 -2.283
C -0.172 -0.257 -0.005
O -0.694 -1.249 0.406
N 0.847 0.248 0.843
C 0.308 0.677 2.217
C 1.977 -0.705 1.074
H -1.906 1.997 -1.877
H -2.381 0.674 -0.874
H -1.365 2.027 -0.245
H 0.732 0.981 -1.404
H -1.065 -0.381 -2.982
H -0.858 -1.432 -1.917
H 1.194 0.880 2.745
H -0.185 1.725 2.113
H -0.308 -0.015 2.671
H 2.515 -0.862 0.085
H 1.839 -1.678 1.586
H 2.687 -0.097 1.529

Formula: C2H23NO11
Source: the Open Molecules 2025 dataset
Level of theory: ωB97M-V/def2-TZVPD

Computed properties:
* HOMO: -10.00 eV
* multiplicity: 1
* SMILES string: O=CNCO.O.O.O.O.O.O.O.O.O
* HOMO-LUMO gap: 10.35 eV
* energy: -26461.0217 eV
* ΔE to the lowest compared entry with this formula, charge and spin: 45.87 kJ/mol

Atoms and positions in Å:
O -1.905 -0.978 1.654
C -1.071 -1.651 1.050
N -0.640 -1.638 -0.221
C -1.181 -1.001 -1.380
O -0.389 0.201 -1.643
H -0.293 -2.157 1.636
H 0.274 -2.102 -0.395
H -1.012 -1.653 -2.265
H -2.104 -0.451 -1.276
H 0.549 0.181 -1.384
O 3.249 -1.519 -2.052
H 2.693 -0.821 -1.633
H 3.944 -1.062 -2.540
O -1.908 1.957 1.662
H -2.601 1.280 1.689
H -2.355 2.798 1.597
O 1.926 3.149 -1.106
H 0.955 3.065 -1.233
H 1.978 3.934 -0.543
O 2.070 0.437 -0.600
H 2.036 0.058 0.298
H 2.198 1.412 -0.602
O -4.098 0.303 0.666
H -3.249 0.249 0.198
H -3.917 -0.548 1.106
O 0.460 0.972 2.605
H 0.191 1.060 3.527
H -0.388 1.189 2.138
O -0.862 2.795 -1.469
H -1.361 2.916 -2.283
H -0.742 1.821 -1.372
O 1.587 -1.089 1.745
H 1.152 -0.341 2.268
H 2.387 -1.395 2.182
O 1.682 -3.211 -0.881
H 2.135 -3.169 -0.036
H 2.234 -2.668 -1.493

Formula: C7H25BaO8
Source: the Open Molecules 2025 dataset
Level of theory: ωB97M-V/def2-TZVPD

Computed properties:
* HOMO: -1.88 eV
* multiplicity: 1
* net charge: -1
* HOMO-LUMO gap: 3.56 eV
* energy: -24736.3171 eV
* ΔE to the lowest compared entry with this formula, charge and spin: 50.63 kJ/mol

Atoms and positions in Å:
Ba -0.286 -0.413 -0.003
O 0.433 -0.637 2.538
H 1.345 -0.867 2.357
O -2.528 1.289 -1.107
C -3.047 1.694 0.137
C -3.548 0.665 1.182
O -2.735 -0.408 1.487
H -3.814 2.494 0.046
H -2.233 2.284 0.627
H -4.519 0.276 0.800
H -3.807 1.275 2.076
C 1.381 -1.660 -3.386
O 0.257 -1.351 -2.612
H 2.081 -2.276 -2.817
H 1.168 -2.292 -4.258
H 1.935 -0.797 -3.767
H -0.353 -0.821 -3.144
C -0.406 -4.155 -0.243
O -0.701 -3.023 0.556
H -0.132 -3.854 -1.260
H 0.480 -4.694 0.116
H -1.267 -4.819 -0.336
H -1.364 -3.318 1.191
C 0.521 2.889 -1.397
O 0.983 1.542 -1.339
H 0.077 3.096 -2.378
H -0.198 3.065 -0.606
H 1.313 3.653 -1.350
H 1.602 1.451 -2.069
C 3.070 -0.486 0.765
O 2.281 -1.296 -0.120
H 4.017 -0.202 0.298
H 2.528 0.413 1.049
H 3.276 -1.061 1.670
H 2.860 -1.923 -0.557
C -0.220 2.712 2.780
O 0.336 1.900 1.763
H 0.475 2.890 3.607
H -0.631 3.644 2.397
H -1.073 2.145 3.176
H 0.442 0.976 2.130

Formula: C20H46OP4Pr
Source: the Open Molecules 2025 dataset
Level of theory: ωB97M-V/def2-TZVPD

Computed properties:
* HOMO (alpha / beta): -15.43 / -15.48 eV
* multiplicity: 3
* expectation value of S²: 2.022
* net charge: +3
* HOMO-LUMO gap (alpha / beta): 2.41 / 2.72 eV
* energy: -74728.0386 eV
* ΔE to the lowest compared entry with this formula, charge and spin: 59.24 kJ/mol

Atoms and positions in Å:
Pr -1.468 0.879 -0.701
P 2.890 -1.872 1.284
P 0.792 2.640 -0.464
P -1.985 -2.106 0.029
H -1.531 2.830 -2.883
C -2.292 2.280 -2.303
C -2.772 2.747 -1.059
H -2.414 3.696 -0.629
C 4.391 -2.796 1.794
C 3.203 -0.198 1.957
C 1.554 -2.531 2.346
C 0.758 4.178 -1.463
C 1.259 3.316 1.177
C 2.378 1.928 -1.043
C -3.370 -2.549 -1.102
C -2.653 -2.692 1.640
C -0.810 -3.478 -0.338
H -2.891 1.568 -2.908
H -3.792 2.486 -0.719
H 4.665 -2.635 2.844
H 5.221 -2.466 1.153
H 4.223 -3.868 1.620
H 3.353 -0.195 3.043
H 2.351 0.449 1.711
H 4.100 0.208 1.476
H 1.472 -3.615 2.181
H 0.609 -2.061 2.038
H 1.720 -2.337 3.411
H 1.789 4.521 -1.611
H 0.183 4.957 -0.950
H 0.299 3.979 -2.438
H 2.160 3.937 1.078
H 1.459 2.503 1.887
H 0.439 3.930 1.571
H 2.956 2.707 -1.556
H 2.186 1.114 -1.754
H 2.963 1.521 -0.208
H -3.828 -3.492 -0.774
H -2.985 -2.656 -2.126
H -4.123 -1.749 -1.091
H -3.525 -3.339 1.468
H -2.957 -1.831 2.251
H -1.884 -3.258 2.185
H -1.207 -4.113 -1.141
H -0.634 -4.088 0.558
H 0.154 -3.069 -0.668
C 2.159 -1.563 -2.772
C 2.909 -1.579 -3.952
C 2.280 -1.240 -5.142
C 0.903 -0.941 -5.142
C 0.156 -1.016 -3.952
C 0.774 -1.368 -2.755
O 2.896 -1.494 -1.602
H 2.626 -2.121 -0.931
H 3.962 -1.833 -3.888
H 2.872 -1.207 -6.062
H 0.436 -0.636 -6.082
H -0.909 -0.741 -3.955
H 0.224 -1.423 -1.811
C -4.016 1.001 2.436
P -2.308 1.542 2.027
C -2.355 3.269 2.652
C -1.353 0.728 3.374
H -4.698 1.356 1.652
H -4.313 1.435 3.401
H -4.084 -0.093 2.477
H -2.996 3.315 3.545
H -1.343 3.618 2.901
H -2.771 3.924 1.875
H -1.845 0.890 4.345
H -1.273 -0.350 3.181
H -0.338 1.148 3.406

Formula: C16H18ClN3O
Source: the Open Molecules 2025 dataset
Level of theory: ωB97M-V/def2-TZVPD

Computed properties:
* HOMO: -7.39 eV
* multiplicity: 1
* SMILES string: Clc1ccc(CN2CCN(/N=C/c3ccco3)CC2)cc1
* HOMO-LUMO gap: 8.22 eV
* energy: -35922.4682 eV
* ΔE to the lowest compared entry with this formula, charge and spin: 30.00 kJ/mol

Atoms and positions in Å:
Cl -1.187 -3.837 -2.971
C -0.575 -3.116 -1.523
C -1.256 -2.053 -0.950
C -0.758 -1.475 0.200
C 0.411 -1.948 0.788
C 0.934 -1.254 2.022
N 1.034 0.159 1.744
C 0.895 1.089 2.840
C 0.400 2.428 2.236
N 0.715 2.475 0.821
N -0.311 2.100 0.055
C -0.191 1.617 -1.120
C -1.357 1.275 -1.880
C -2.701 1.359 -1.601
C -3.370 0.810 -2.715
C -2.397 0.432 -3.591
O -1.179 0.709 -3.098
C 2.067 2.008 0.573
C 2.155 0.503 0.897
C 1.075 -3.015 0.202
C 0.587 -3.605 -0.952
H -2.163 -1.683 -1.403
H -1.265 -0.632 0.642
H 1.898 -1.695 2.332
H 0.219 -1.394 2.838
H 1.847 1.239 3.380
H 0.161 0.705 3.549
H -0.683 2.517 2.319
H 0.872 3.278 2.737
H 0.755 1.401 -1.622
H -3.133 1.764 -0.710
H -4.428 0.709 -2.849
H -2.442 -0.029 -4.558
H 2.351 2.214 -0.460
H 2.723 2.588 1.225
H 3.125 0.276 1.381
H 2.080 -0.098 -0.012
H 1.986 -3.392 0.645
H 1.108 -4.432 -1.409

Formula: C2H2ClO3
Source: the Open Molecules 2025 dataset
Level of theory: ωB97M-V/def2-TZVPD

Computed properties:
* HOMO (alpha / beta): -4.53 / -4.36 eV
* multiplicity: 1
* net charge: -1
* HOMO-LUMO gap (alpha / beta): 7.76 / 7.56 eV
* energy: -20769.5417 eV
* ΔE to the lowest compared entry with this formula, charge and spin: 381.83 kJ/mol

Atoms and positions in Å:
C 1.139 -0.296 -0.375
C -0.408 -0.392 -0.223
O 1.950 0.096 0.422
O 1.223 -0.763 -1.533
O -1.452 1.381 1.192
Cl -1.121 -1.876 -0.147
H -0.834 0.406 -0.721
H -0.497 1.445 1.383

The highest ΔE to the lowest compared entry with this formula, charge and spin belongs to which entry?
C2H2ClO3